[1]
Density functional theory data (ωB97M-V with the def2-TZVPD basis set) for a structure of composition H26O17S at a distorted geometry.

The geometry in XYZ format:
```
44
H26O17S, DFT ωB97M-V with the def2-TZVPD basis set
S -0.40 0.07 0.37
O -0.06 1.38 0.18
O 0.66 -2.53 -3.68
O 1.63 -3.18 1.09
O 3.09 -0.08 1.00
O 2.15 -0.45 -2.05
O -0.64 -2.91 -1.30
O 1.73 2.50 1.80
O -0.29 -0.65 -0.84
O -1.12 3.61 -0.58
O -3.48 1.01 -0.84
O 0.55 -0.57 1.26
O 0.82 -0.16 3.73
O -3.92 -1.37 1.44
O 1.30 2.60 -1.68
O -1.80 0.84 3.38
O -1.47 0.08 -3.07
O -1.80 0.07 0.78
H 2.55 2.27 1.42
H -1.09 0.47 3.80
H -4.35 -1.08 0.62
H -0.82 2.69 -0.39
H 2.52 -2.96 0.82
H -1.82 0.82 2.49
H 0.30 -2.33 -2.85
H 3.38 -0.23 1.92
H -0.96 -0.34 -2.37
H -0.84 0.60 -3.59
H -3.17 -0.70 1.23
H 0.84 -0.95 4.29
H -2.73 0.72 -0.18
H 1.25 -0.51 -1.61
H 0.68 -0.52 2.81
H -0.46 -1.87 -1.10
H 0.74 2.06 -0.97
H 0.14 -3.39 -0.71
H 2.91 -0.17 -1.50
H 1.14 2.36 1.07
H 1.31 -2.29 1.31
H -0.52 3.84 -1.35
H 1.43 2.02 -2.45
H 1.49 -2.26 -3.55
H -3.09 1.80 -1.27
H 2.19 -0.32 1.14
```

Output
net charge	-2
gap between HOMO and LUMO	9.03	eV
E_HOMO	-4.205	eV
maximum force	7.25	eV/Å
relative energy (zero: lowest compared OMol25 entry of this formula, charge and spin)	4.065	eV
E_tot	-1692.92303	Ha

Atomic partial charges in e from the Löwdin method, atoms 1 to 6: S 0.332; O -0.289; O -0.012; O -0.056; O -0.061; O -0.091



[2]
Density functional theory data (ωB97M-V with the def2-TZVPD basis set) for an isolated molecule of C5H8O.

The geometry in XYZ format:
```
14
C5H8O, DFT ωB97M-V with the def2-TZVPD basis set
O 1.01 -1.61 2.28
C -0.61 1.36 -0.21
C -0.61 -0.06 -0.71
C 0.11 -1.08 0.10
C 0.28 -0.88 1.41
C 0.12 1.03 -1.48
H 1.57 -2.22 1.78
H -0.34 1.36 -2.41
H 0.46 -2.01 -0.37
H -0.20 -0.04 1.90
H -1.50 -0.41 -1.23
H -1.52 1.94 -0.23
H 0.03 1.58 0.64
H 1.21 1.05 -1.47
```

Output
gap between HOMO and LUMO	9.59	eV
E_HOMO	-8.614	eV
maximum force	0.34	eV/Å
relative energy (zero: lowest compared OMol25 entry of this formula, charge and spin)	1.746	eV
SMILES	O/C=C/C1CC1
E_tot	-270.49374	Ha

Atomic partial charges in e from the Löwdin method, atoms 1 to 6: O 0.009; C -0.145; C -0.304; C -0.074; C -0.211; C -0.123



[3]
Density functional theory data (ωB97M-V with the def2-TZVPD basis set) for a cluster of 20 separate species, C81H209N7O27 in total at a distorted geometry.

The geometry in XYZ format:
```
324
C81H209N7O27, DFT ωB97M-V with the def2-TZVPD basis set
O -23.65 -19.26 -1.76
O -17.68 -22.42 -5.16
O -25.31 -25.19 -0.60
O -27.85 -25.02 -6.13
O -26.63 -20.92 1.86
O -27.86 -14.87 1.98
O -29.51 -27.39 1.36
O -32.78 -23.05 2.82
O -22.59 -24.18 -0.69
O -27.21 -23.19 0.38
O -28.87 -28.20 -4.03
O -31.09 -16.29 -1.18
O -29.82 -24.36 3.81
O -24.05 -20.98 2.91
O -31.94 -23.09 -2.49
O -22.76 -18.61 6.02
O -30.80 -26.17 -9.10
O -32.19 -24.21 -5.41
O -31.15 -29.72 5.01
O -26.03 -23.01 5.93
O -22.60 -20.75 -5.78
O -23.42 -23.70 -8.34
O -28.58 -18.16 -4.43
O -31.61 -21.34 5.95
O -34.60 -24.15 -1.75
O -26.75 -22.78 -7.26
O -25.56 -20.71 -12.26
N -25.69 -18.06 -3.28
N -20.02 -20.69 -4.69
N -31.79 -23.82 5.30
N -25.22 -20.27 5.63
N -28.66 -28.59 4.08
N -25.52 -22.90 -10.10
N -30.37 -26.37 -6.07
C -34.90 -24.87 -2.90
C -30.83 -25.31 3.62
C -30.69 -27.93 0.79
C -16.84 -23.52 -5.01
C -32.88 -20.89 -1.85
C -26.46 -20.74 6.16
C -26.25 -21.66 -10.21
C -30.76 -26.73 -4.75
C -26.35 -24.18 5.22
C -31.62 -21.71 -2.36
C -23.94 -21.11 -5.72
C -26.75 -25.98 -6.07
C -33.22 -21.66 2.73
C -26.68 -21.31 -11.61
C -30.90 -21.15 -3.53
C -24.10 -20.50 6.50
C -29.88 -30.23 5.43
C -22.80 -20.03 5.95
C -32.15 -30.01 5.95
C -36.28 -24.57 -3.40
C -30.59 -16.00 0.15
C -18.98 -22.80 -5.35
C -25.96 -19.34 -2.56
C -22.83 -19.07 -0.67
C -25.63 -25.50 -5.10
C -25.55 -15.29 1.92
C -24.86 -27.31 -0.04
C -29.82 -17.46 -4.36
C -29.56 -27.00 -3.80
C -33.78 -22.39 -5.47
C -32.69 -22.04 6.57
C -28.35 -23.03 -0.46
C -27.77 -28.24 -3.19
C -22.32 -24.21 -2.03
C -31.02 -14.58 0.55
C -25.55 -26.10 0.43
C -28.98 -24.20 2.66
C -28.90 -21.73 -7.15
C -32.73 -23.18 -6.20
C -28.63 -24.38 -1.19
C -22.85 -24.76 -7.61
C -32.02 -20.83 2.39
C -27.67 -20.03 2.41
C -26.14 -26.25 -7.44
C -28.85 -29.98 4.30
C -22.26 -19.66 -5.01
C -27.48 -21.78 -6.67
C -24.04 -22.70 -10.39
C -19.81 -21.63 -5.78
C -22.41 -22.25 1.74
C -22.51 -25.59 -2.65
C -23.13 -23.15 -2.79
C -26.24 -18.00 -4.66
C -27.08 -18.71 2.92
C -21.63 -17.94 5.49
C -27.57 -17.26 -4.69
C -27.87 -28.19 2.92
C -29.92 -27.05 -8.41
C -23.32 -23.16 3.77
C -25.85 -20.36 -13.59
C -26.86 -21.93 5.53
C -28.74 -19.75 1.32
C -23.67 -22.37 2.58
C -26.81 -15.37 1.16
C -28.44 -28.41 1.54
C -20.78 -19.49 -5.08
C -30.04 -25.34 -9.98
C -28.04 -21.96 -1.54
C -31.79 -19.95 6.03
C -33.21 -23.85 -7.46
C -31.66 -25.23 4.92
C -30.38 -27.50 -7.02
C -27.48 -21.83 -5.15
C -31.03 -17.15 1.01
C -23.27 -23.79 -9.77
C -34.26 -21.66 1.64
C -32.41 -23.52 6.58
C -26.69 -14.63 -0.13
C -34.71 -26.36 -2.63
C -25.04 -19.33 -1.38
C -24.99 -25.65 1.80
H -28.15 -23.59 2.92
H -30.96 -25.63 -6.43
H -23.00 -24.11 3.48
H -30.75 -18.09 0.56
H -33.58 -22.16 -4.42
H -22.02 -20.43 6.54
H -31.24 -20.84 3.17
H -20.54 -18.63 -4.43
H -33.80 -24.65 -7.19
H -33.08 -29.65 5.54
H -23.79 -27.11 -0.22
H -29.64 -19.22 1.77
H -25.66 -25.36 -7.87
H -26.49 -19.48 -13.70
H -29.21 -24.79 -9.51
H -21.82 -16.88 5.43
H -27.20 -29.07 -3.47
H -30.52 -18.05 -3.79
H -26.33 -18.77 3.73
H -25.27 -26.42 2.49
H -24.53 -20.93 3.74
H -22.16 -26.29 -1.86
H -30.92 -23.35 5.20
H -31.96 -29.49 6.91
H -23.75 -21.73 -10.01
H -24.28 -20.12 7.51
H -33.96 -21.44 -5.98
H -33.89 -22.26 0.80
H -28.62 -25.17 2.30
H -28.73 -25.44 -6.07
H -32.68 -19.83 -1.70
H -27.21 -19.94 6.10
H -23.53 -24.39 -0.54
H -36.33 -23.49 -3.44
H -31.35 -27.97 -7.08
H -24.93 -28.13 0.68
H -25.88 -15.08 -0.75
H -25.06 -24.69 -5.58
H -31.62 -21.22 1.50
H -25.19 -19.26 5.43
H -20.81 -21.96 -6.11
H -30.98 -25.76 5.67
H -22.60 -22.62 4.37
H -22.60 -21.58 0.96
H -23.94 -21.56 6.67
H -28.80 -21.87 -2.32
H -32.73 -21.75 7.63
H -29.57 -28.20 3.96
H -27.23 -26.91 -5.66
H -33.98 -23.23 -7.90
H -24.69 -20.25 -5.93
H -31.48 -27.50 -4.81
H -23.56 -24.80 -10.11
H -30.92 -21.73 -1.54
H -31.32 -25.90 -4.39
H -27.05 -16.42 0.93
H -27.73 -16.83 -5.71
H -23.07 -18.15 -0.04
H -33.19 -21.40 -0.88
H -33.71 -21.81 6.10
H -24.17 -21.50 -4.75
H -27.06 -22.37 0.84
H -25.29 -18.46 -0.73
H -29.53 -16.01 0.03
H -30.89 -19.43 5.68
H -26.92 -28.77 2.93
H -26.98 -22.21 -12.15
H -31.15 -27.13 0.27
H -34.86 -26.96 -3.47
H -32.70 -23.34 -1.92
H -32.15 -17.03 1.03
H -34.55 -20.71 1.21
H -27.88 -24.59 -1.89
H -21.88 -25.73 -3.51
H -28.09 -28.29 -2.08
H -28.83 -26.15 -3.99
H -22.87 -22.10 -2.53
H -25.08 -26.42 -4.82
H -26.63 -18.13 2.16
H -20.76 -18.19 6.13
H -25.24 -27.61 -1.05
H -27.57 -16.43 -4.01
H -22.22 -23.69 -9.99
H -19.04 -20.50 -4.42
H -26.99 -19.28 -2.14
H -25.54 -17.45 -5.31
H -31.45 -25.00 2.68
H -21.60 -21.81 2.37
H -24.91 -20.04 -14.10
H -27.92 -30.41 4.84
H -25.97 -20.19 -3.22
H -28.86 -29.42 1.45
H -31.64 -20.92 -4.30
H -22.58 -19.89 -3.94
H -34.16 -24.46 -3.63
H -30.55 -28.71 0.01
H -25.49 -27.09 -7.25
H -30.80 -24.61 -10.34
H -25.57 -24.94 5.56
H -29.59 -23.76 1.85
H -24.69 -17.98 -3.35
H -29.66 -28.20 -6.58
H -26.50 -21.98 -4.69
H -28.90 -21.42 -8.15
H -19.03 -23.50 -6.21
H -32.61 -25.71 4.83
H -30.39 -26.32 3.47
H -22.11 -23.21 1.28
H -27.14 -21.90 -9.59
H -24.15 -21.86 -6.50
H -30.60 -13.87 -0.20
H -27.89 -20.98 -1.07
H -30.42 -20.18 -3.19
H -28.50 -25.21 -0.43
H -26.84 -26.58 -8.19
H -29.16 -20.60 0.83
H -29.57 -21.04 -6.64
H -25.51 -15.85 2.87
H -26.00 -25.25 -4.11
H -29.30 -22.69 -7.00
H -20.44 -19.16 -6.11
H -32.72 -19.74 5.49
H -33.82 -21.06 -2.43
H -26.94 -20.90 -6.98
H -26.63 -26.30 0.54
H -27.52 -14.05 2.27
H -31.79 -23.76 7.44
H -32.37 -24.07 -8.15
H -35.22 -22.19 1.87
H -22.65 -20.33 4.90
H -27.15 -23.61 -6.99
H -30.49 -17.10 1.99
H -27.89 -18.14 3.31
H -28.10 -20.50 3.25
H -31.34 -28.35 1.56
H -31.91 -22.46 -6.49
H -25.68 -20.63 1.93
H -25.08 -20.23 -0.74
H -22.86 -19.93 0.04
H -29.55 -24.50 -1.72
H -21.79 -19.01 -1.02
H -29.56 -25.84 -10.82
H -21.27 -23.90 -2.17
H -23.59 -25.75 -2.90
H -24.70 -15.72 1.30
H -32.03 -23.86 -4.52
H -23.85 -22.66 -11.47
H -27.64 -14.62 -0.64
H -29.05 -30.66 3.44
H -22.74 -18.78 -5.44
H -37.00 -24.83 -2.64
H -27.92 -20.93 -4.66
H -34.75 -22.86 -5.51
H -36.52 -24.95 -4.39
H -26.73 -21.79 4.46
H -25.76 -20.81 -9.76
H -26.49 -20.88 7.23
H -26.16 -21.26 -14.14
H -19.37 -21.14 -6.67
H -19.44 -23.20 -4.46
H -25.37 -23.11 -9.13
H -23.37 -25.72 -7.76
H -30.62 -14.23 1.52
H -27.72 -28.30 0.69
H -32.41 -19.79 2.22
H -32.59 -23.37 3.71
H -29.71 -27.91 -9.07
H -26.35 -18.97 -5.07
H -32.09 -14.45 0.60
H -32.27 -31.06 6.17
H -25.28 -14.24 2.11
H -29.98 -31.32 5.63
H -30.17 -21.88 -3.90
H -35.35 -24.22 -1.13
H -29.54 -29.88 6.42
H -21.79 -24.92 -7.86
H -26.33 -24.02 4.12
H -24.51 -22.85 2.08
H -29.17 -22.70 0.22
H -33.72 -21.21 3.61
H -29.99 -26.94 -2.79
H -17.10 -24.15 -4.15
H -28.01 -22.72 -4.80
H -30.81 -15.57 -1.79
H -26.30 -13.58 -0.15
H -31.86 -19.61 7.10
H -29.72 -16.52 -3.82
H -25.97 -24.46 -0.59
H -15.93 -23.05 -4.70
H -33.67 -26.50 -2.38
H -23.11 -23.33 -3.82
H -33.39 -24.05 6.72
H -28.40 -19.14 0.50
H -35.38 -26.77 -1.89
H -25.45 -24.71 2.17
H -24.22 -23.12 -2.62
H -27.50 -20.57 -11.62
H -24.23 -23.18 4.41
H -23.02 -24.61 -6.56
H -30.20 -17.27 -5.37
H -27.22 -27.28 -3.25
H -27.95 -22.18 5.69
H -21.55 -18.37 4.44
H -27.48 -27.13 3.05
H -16.71 -24.05 -5.95
H -23.95 -25.49 1.81
H -28.96 -26.55 -8.27
H -27.32 -24.52 5.56
H -27.09 -22.27 -1.98
```

Output
gap between HOMO and LUMO	8.82	eV
E_HOMO	-8.333	eV
maximum force	4.23	eV/Å
E_tot	-5625.86263	Ha

Atomic partial charges in e from the Löwdin method, atoms 1 to 6: O -0.217; O -0.176; O -0.072; O -0.112; O -0.099; O -0.028



- Number 2 is which compound?
  C5H8O